Density functional theory data (wB97M-V/def2-TZVPD) for a molecular structure, C59H44BiN8O3S2Si.

Properties
Frontier orbital gap = 6.992 eV
Electronic energy = -4238.887768 Eh
Highest occupied orbital energy = -10.13 eV
M = 1214.25 g mol⁻¹
Net charge = +1
ΔE to the lowest compared entry with this formula, charge and spin = 0.000 eV

Last column: Löwdin charge in e.
Cartesian coordinates (Å):
Bi  0.00602  -0.37846  0.23892  1.701
C  -2.74647  3.77103  0.92667  -0.102
C  -2.50501  2.48055  1.38217  -0.106
N  -1.29852  2.09602  1.77492  0.094
C  -0.32925  3.00449  1.72204  -0.241
C  -0.57789  4.29879  1.27272  -0.086
N  -1.78197  4.68227  0.86865  0.110
C  1.04032  2.56238  2.09827  -0.206
C  1.92710  3.45100  2.68366  0.050
C  3.21803  3.03577  2.98898  -0.118
C  3.52183  1.69762  2.77493  0.062
C  2.56371  0.84708  2.23702  -0.190
N  1.36788  1.29189  1.84171  0.069
C  2.80067  -0.62008  2.12039  -0.192
C  3.95673  -1.22630  2.59796  -0.057
N  4.13688  -2.54060  2.58289  0.125
C  3.15624  -3.27071  2.07737  -0.075
C  2.00253  -2.69142  1.56639  -0.089
N  1.82789  -1.37709  1.59575  -0.015
C  4.22365  3.98349  3.52582  -0.165
C  4.17733  5.33433  3.19786  -0.013
C  5.14910  6.18416  3.70319  -0.125
N  6.13825  5.78300  4.49562  0.074
C  6.17747  4.49194  4.81090  -0.123
C  5.25540  3.56164  4.35624  -0.008
H  -3.73281  4.07444  0.59746  0.111
H  -3.29594  1.74123  1.42782  0.114
H  0.21772  5.03207  1.19636  0.112
H  1.59907  4.45364  2.91796  0.125
H  4.50940  1.32866  3.00222  0.108
H  4.77144  -0.64246  3.00179  0.115
H  3.28529  -4.34514  2.06679  0.124
H  1.22427  -3.27900  1.10066  0.104
H  3.42048  5.72911  2.53288  0.099
H  5.13148  7.23941  3.45636  0.111
H  6.98583  4.18286  5.46287  0.112
H  5.33757  2.53400  4.68394  0.113
S  -4.23434  -3.71603  -1.82484  1.114
C  -5.53786  -4.57695  -2.50971  -0.374
C  -6.19644  -3.84213  -3.44714  -0.168
C  -5.63277  -2.55212  -3.61236  -0.113
C  -4.55800  -2.32842  -2.79713  -0.461
C  -3.72430  -1.12648  -2.70496  -0.174
C  -2.63266  -1.08220  -1.82171  -0.092
N  -1.82078  -0.05841  -1.68812  0.025
C  -2.02626  1.04572  -2.44458  -0.150
C  -3.07922  1.09739  -3.37393  -0.125
C  -3.24066  2.25294  -4.21195  -0.008
C  -2.38272  3.28489  -4.13590  -0.008
C  -1.29715  3.27140  -3.19626  -0.122
C  -0.39006  4.33364  -3.10646  0.066
C  0.63470  4.29191  -2.19086  -0.186
C  0.68803  3.15970  -1.36069  -0.130
N  -0.15346  2.15152  -1.40412  0.096
C  -1.13202  2.17638  -2.33197  -0.151
C  1.62063  5.36779  -2.04040  -0.471
C  1.73485  6.52136  -2.76199  -0.108
C  2.80973  7.34551  -2.33631  -0.166
C  3.49746  6.80506  -1.29604  -0.399
S  2.85023  5.29436  -0.82758  1.034
C  -3.93240  -0.00840  -3.47890  0.063
H  -5.74457  -5.58421  -2.18778  0.074
H  -7.04787  -4.20614  -4.00148  0.108
H  -6.01188  -1.82900  -4.31968  0.110
H  -2.39632  -1.95186  -1.21799  0.077
H  -4.05793  2.26367  -4.92183  0.121
H  -2.49176  4.14524  -4.78380  0.122
H  -0.50998  5.18201  -3.76883  0.128
H  1.47361  3.08812  -0.61912  0.074
H  1.07606  6.78338  -3.57694  0.113
H  3.05893  8.29396  -2.78721  0.110
H  4.35579  7.20590  -0.78216  0.071
H  -4.74347  0.02523  -4.19542  0.126
C  -0.62352  -5.78344  -4.22268  -0.057
O  -1.34302  -6.27241  -3.10041  -0.058
C  -1.35504  -5.52409  -1.98247  -0.303
C  -2.08380  -6.05531  -0.90386  -0.035
C  -2.15796  -5.33401  0.25122  -0.059
C  -1.52354  -4.08282  0.42872  -0.126
C  -1.65495  -3.41826  1.72262  -0.393
C  -2.65870  -3.94389  2.72180  -0.010
O  -0.96444  -2.45647  2.05906  -0.057
C  -0.76760  -3.55944  -0.66065  -0.364
O  -0.11180  -2.41751  -0.69770  -0.396
C  -0.71806  -4.30615  -1.85852  0.029
H  -0.73333  -6.53384  -4.99932  0.097
H  0.43482  -5.65538  -3.98498  0.097
H  -1.03735  -4.83390  -4.56990  0.095
H  -2.56647  -7.01582  -1.01180  0.124
H  -2.72061  -5.75053  1.07546  0.111
H  -3.62297  -4.15103  2.26031  0.085
H  -2.77328  -3.20482  3.51020  0.087
H  -2.29254  -4.87030  3.16936  0.097
H  -0.16240  -3.87102  -2.67665  0.095
C  5.10683  -3.87625  -0.87237  -0.082
C  3.81288  -4.13880  -1.30509  -0.078
C  2.91244  -3.09832  -1.47456  -0.103
C  3.28707  -1.77354  -1.22463  -0.330
C  4.59244  -1.52991  -0.79128  -0.122
C  5.49656  -2.56999  -0.61704  -0.085
Si  2.08635  -0.35165  -1.44412  0.617
C  1.51283  -0.21247  -3.22327  -0.329
C  0.46156  -0.98273  -3.72679  -0.115
C  0.05782  -0.86094  -5.04919  -0.078
C  0.69964  0.03616  -5.89199  -0.081
C  1.75143  0.80360  -5.41112  -0.081
C  2.15485  0.67701  -4.08893  -0.107
H  5.81015  -4.68751  -0.73749  0.107
H  3.50605  -5.15740  -1.50750  0.107
H  1.90079  -3.31424  -1.79801  0.080
H  4.91093  -0.51111  -0.59558  0.093
H  6.50629  -2.36073  -0.28769  0.107
H  2.89420  0.86209  -1.13211  -0.012
H  -0.04770  -1.68112  -3.07244  0.068
H  -0.75975  -1.46562  -5.42305  0.104
H  0.38599  0.13287  -6.92332  0.104
H  2.25781  1.50009  -6.06707  0.105
H  2.97384  1.28776  -3.72382  0.097